Here is C24H42MoNP3Se as an isolated structure from the OMol25 dataset. Energies are from ωB97M-V/def2-TZVPD.

Structure (XYZ):
```
72
Properties=species:S:1:pos:R:3
Mo -0.095 -0.023 -0.491
P 0.897 2.060 1.017
P -2.721 0.289 1.127
P -0.673 1.816 -2.000
H 1.909 -2.003 -1.236
C 1.883 -0.957 -1.514
C 2.440 0.009 -0.684
H 2.901 -0.351 0.247
C 1.921 1.617 2.492
C -0.216 3.270 1.873
C 2.067 3.210 0.171
C -3.951 -0.852 0.481
C -2.481 -0.026 2.883
C -3.349 1.959 0.881
C 0.769 2.093 -3.097
C -1.118 3.522 -1.515
C -2.001 1.492 -3.200
H 1.890 -0.800 -2.580
H 2.874 0.897 -1.166
H 2.707 0.898 2.210
H 1.284 1.169 3.273
H 2.388 2.540 2.883
H -0.895 2.749 2.560
H -0.804 3.854 1.156
H 0.415 3.962 2.457
H 2.851 2.644 -0.340
H 2.519 3.843 0.951
H 1.558 3.856 -0.551
H -4.770 -1.017 1.210
H -3.478 -1.814 0.263
H -4.393 -0.454 -0.444
H -3.445 -0.045 3.405
H -1.846 0.756 3.329
H -1.995 -1.004 3.009
H -4.327 2.077 1.396
H -3.495 2.122 -0.199
H -2.638 2.694 1.281
H 0.454 2.764 -3.910
H 1.118 1.148 -3.529
H 1.600 2.560 -2.555
H -1.388 4.076 -2.424
H -0.290 4.036 -1.026
H -1.980 3.523 -0.842
H -1.933 2.240 -4.006
H -2.986 1.581 -2.721
H -1.901 0.480 -3.622
C -0.495 -2.733 -3.571
C 0.804 -3.120 -3.871
C 1.017 -4.037 -4.905
C -0.084 -4.549 -5.614
C -1.391 -4.135 -5.315
C -1.601 -3.214 -4.301
Se -0.929 -1.605 -2.023
H -1.179 0.332 0.873
H 1.637 -2.714 -3.296
H 2.046 -4.338 -5.139
H 0.088 -5.272 -6.400
H -2.255 -4.518 -5.860
H -2.611 -2.869 -4.058
N 0.432 -1.101 1.228
C 0.990 -1.577 2.161
C 1.635 -1.846 3.404
C 3.059 -1.849 3.480
C 3.687 -2.033 4.718
C 2.913 -2.241 5.869
C 1.523 -2.268 5.793
C 0.879 -2.082 4.575
H 3.665 -1.728 2.565
H 4.778 -2.019 4.782
H 3.402 -2.385 6.829
H 0.922 -2.436 6.685
H -0.206 -2.122 4.489
```

Results
- Spin multiplicity: 3
- Net charge: +4
- Kohn-Sham gap (alpha / beta): 5.9415 / 2.5723 eV
- Highest occupied orbital energy (alpha / beta): -19.37 / -18.46 eV

Here is a 7-piece molecular cluster, C27H16Cl12O8 overall from the OMol25 dataset. Energies are from ωB97M-V/def2-TZVPD.

Structure (XYZ):
```
63
Properties=species:S:1:pos:R:3
O -2.974 -5.130 1.829
C -2.444 -4.262 2.496
C -1.010 -3.855 2.227
C -0.431 -2.873 2.887
C -1.205 -2.171 3.944
O -0.581 -1.465 4.714
C -2.578 -2.619 4.243
C -3.180 -3.627 3.586
H -0.430 -4.399 1.521
H 0.598 -2.521 2.786
H -2.987 -2.266 5.157
H -4.109 -4.112 3.944
O 0.835 2.821 -1.467
C 1.417 3.409 -2.343
C 1.333 4.919 -2.425
C 2.009 5.585 -3.401
C 2.965 4.957 -4.382
O 3.663 5.624 -5.120
C 2.819 3.440 -4.413
C 2.210 2.704 -3.409
H 0.599 5.365 -1.715
H 1.927 6.640 -3.404
H 3.264 2.931 -5.254
H 2.142 1.612 -3.434
O 0.487 0.798 2.394
C 0.206 1.791 3.032
C 0.464 1.787 4.532
C 0.489 2.907 5.276
C 0.033 4.229 4.736
O -0.107 5.221 5.438
C -0.218 4.228 3.246
C -0.114 3.165 2.431
H 0.722 0.827 4.981
H 0.847 2.829 6.327
H -0.416 5.237 2.794
H -0.314 3.251 1.371
O -3.010 -1.710 1.243
C -2.192 -1.648 0.327
C -1.412 -0.388 -0.014
C -0.562 -0.318 -1.080
C -0.244 -1.497 -1.935
O 0.515 -1.428 -2.894
C -0.966 -2.745 -1.577
C -1.880 -2.802 -0.581
H -1.401 0.474 0.637
H 0.092 0.529 -1.291
H -0.690 -3.680 -2.037
H -2.323 -3.736 -0.301
Cl 4.959 -1.469 0.468
C 3.486 -1.405 -0.530
Cl 3.730 -0.280 -1.884
Cl 3.125 -2.997 -1.239
Cl 2.201 -0.847 0.461
Cl -0.944 -7.097 0.009
C -0.216 -6.949 -1.581
Cl 0.524 -8.384 -2.213
Cl -1.555 -6.497 -2.723
Cl 0.959 -5.645 -1.471
Cl -2.983 2.427 -6.085
C -1.684 2.712 -4.971
Cl -1.136 4.396 -5.072
Cl -2.048 2.331 -3.313
Cl -0.275 1.677 -5.480
```

Results
- SMILES string: O=C1C=CC(=O)C=C1.O=C1C=CC(=O)C=C1.O=C1C=CC(=O)C=C1.O=C1C=CC(=O)C=C1.ClC(Cl)(Cl)Cl.ClC(Cl)(Cl)Cl.ClC(Cl)(Cl)Cl
- Kohn-Sham gap: 8.3908 eV
- Highest occupied orbital energy: -10.16 eV

Here is one molecule with the formula C6H9NO from the OMol25 dataset. Energies are from ωB97M-V/def2-TZVPD.

Structure (XYZ):
```
17
Properties=species:S:1:pos:R:3
H 2.113 2.352 1.718
N 2.297 1.548 1.121
C 1.289 0.955 0.651
C -0.193 1.353 0.957
C 1.537 -0.248 -0.134
C 0.637 -1.158 -0.504
C -0.805 -1.200 -0.138
C -1.734 -1.069 -1.326
O -1.178 -1.555 0.960
H -0.602 0.634 1.663
H -0.177 2.332 1.437
H -0.823 1.487 0.080
H 2.565 -0.331 -0.462
H 0.935 -1.969 -1.159
H -1.534 -0.144 -1.861
H -2.767 -1.093 -0.993
H -1.561 -1.895 -2.011
```

Results
- SMILES string: [H]/N=C(C)/C=C\C(C)=O
- Kohn-Sham gap: 10.3029 eV
- Relative energy (zero: lowest compared OMol25 entry of this formula, charge and spin): 124.66 kJ/mol
- Highest occupied orbital energy: -9.87 eV

Here is a 2-piece molecular cluster, C5H8O2 overall from the OMol25 dataset. Energies are from ωB97M-V/def2-TZVPD.

Structure (XYZ):
```
15
Properties=species:S:1:pos:R:3
C -0.734 0.582 1.230
C -1.466 -0.161 0.402
O -1.178 -0.382 -0.918
C -0.101 0.366 -1.411
C 1.303 -0.056 -1.078
C 0.723 1.197 -0.481
O 0.417 1.237 0.885
H -0.993 0.716 2.272
H -2.361 -0.679 0.722
H -0.322 0.755 -2.400
H 1.392 -0.905 -0.403
H 2.079 0.023 -1.834
H 1.081 2.163 -0.823
H 0.173 -2.784 1.975
H -0.012 -2.071 1.863
```

Results
- SMILES string: C1=CO[C@@H]2C[C@@H]2O1.[H][H]
- Kohn-Sham gap: 9.3148 eV
- Relative energy (zero: lowest compared OMol25 entry of this formula, charge and spin): 333.66 kJ/mol
- Highest occupied orbital energy: -8.25 eV